Formula: CH14NO4
Source: OMol25
Level of theory: wB97M-V/def2-TZVPD

Computed properties:
Total energy, Eh: -401.96792
Kohn-Sham gap, hartree: 0.410
Net charge: +1
Relative energy (zero: lowest compared OMol25 entry of this formula, charge and spin), eV: 1.2510
Highest occupied orbital energy, eV: -14.24
Maximum force, eV/A: 2.52
LUMO, eV: -3.09

Last column: Löwdin charge in e.
Atoms and positions in Å:
C  0.058  -1.217  0.925  -0.024
N  -0.572  -0.326  -0.097  0.106
H  -0.702  -1.752  1.482  0.095
H  0.683  -0.653  1.608  0.101
H  0.682  -1.894  0.356  0.099
H  0.276  0.253  -0.406  0.077
H  -0.816  -0.862  -0.942  0.167
H  -1.398  0.274  0.043  0.157
H  1.812  2.729  -3.569  0.088
H  0.573  2.911  -2.669  0.055
O  1.420  2.513  -2.720  0.004
H  0.143  -4.724  3.194  0.042
H  1.114  -4.168  2.054  -0.003
O  0.336  -4.628  2.264  -0.030
H  -3.782  2.965  1.073  0.052
H  -2.748  3.246  -0.024  0.044
O  -3.135  2.520  0.501  -0.079
H  1.732  1.399  -1.610  0.028
H  2.635  0.646  -0.639  0.092
O  1.689  0.768  -0.825  -0.072